(1)
The molecule C3H10N3O2P in a non-equilibrium geometry, computed with ωB97M-V with the def2-TZVPD basis set.

Last column: Mulliken charge in e.
Cartesian coordinates (Å):
C: -1.840 -0.013 -0.432  0.3886
C: 0.681 0.357 -0.742  0.2180
C: -0.350 -0.444 -0.063  -0.0026
N: 0.627 1.800 -0.373  -0.7067
N: -0.315 -1.863 -0.096  -0.6645
N: -0.214 -0.116 1.616  -0.6559
O: -2.090 1.322 -0.431  -0.4913
O: -2.638 -0.862 -0.714  -0.5805
P: 2.303 -0.504 -0.484  -0.0984
H: 0.228 0.411 -1.785  0.3543
H: 1.438 2.330 -0.709  0.2952
H: 0.609 1.816 0.611  0.2769
H: 0.320 -2.383 -0.771  0.2589
H: -1.227 -2.170 -0.304  0.2545
H: -1.163 0.205 1.880  0.2555
H: -1.318 1.753 -0.016  0.4498
H: -0.078 -0.990 2.094  0.3386
H: 3.086 0.505 0.025  0.0287
H: 1.942 -1.154 0.693  0.0811

Summary:
- HOMO level: -9.2 eV
- Frontier orbital gap: 9.98 eV
- Calculated total energy: -776.36066 Ha
- LUMO: 0.02797 hartree
- SMILES string: N[C@@H](P)C(N)(N)C(=O)O
- Multiplicity: 1

***

(2)
A structure of composition C3H10N3S in a non-equilibrium geometry, computed with ωB97M-V with the def2-TZVPD basis set.

Last column: Mulliken charge in e.
Cartesian coordinates (Å):
C: 1.766 -0.095 0.355  -0.4386
C: 0.102 1.872 0.182  -0.5526
C: -2.296 -1.040 -0.514  -0.7906
N: 1.297 1.119 -0.211  -0.3426
N: 0.819 -1.242 0.475  -0.5651
N: -0.988 1.088 -0.006  -0.1763
S: -1.233 -0.249 0.660  0.4843
H: 2.656 -0.386 -0.201  0.3728
H: 2.077 0.073 1.398  0.3361
H: 0.357 2.198 1.253  0.3187
H: 0.165 2.653 -0.635  0.3816
H: -3.292 -1.163 -0.079  0.3335
H: -1.891 -1.896 -0.993  0.3369
H: -2.219 -0.292 -1.374  0.3446
H: 1.204 1.030 -1.262  0.3104
H: 0.862 -1.912 1.292  0.3144
H: 0.613 -1.758 -0.340  0.3325

Summary:
- HOMO level: -13.6 eV
- Frontier orbital gap: 8.15 eV
- Calculated total energy: -682.38684 Ha
- LUMO: -0.20092 hartree
- Total charge: +1
- Multiplicity: 1

***

(3)
A cluster of 2 separate species, C3H10N3S2 in total in a non-equilibrium geometry, computed with ωB97M-V with the def2-TZVPD basis set.

Last column: Mulliken charge in e.
Cartesian coordinates (Å):
C: 0.744 1.512 -0.236  0.6762
C: -2.193 -0.800 0.646  -1.2140
C: -0.721 -0.378 0.564  -0.5830
N: 0.668 2.801 -0.649  -0.4091
N: 1.822 0.793 -0.023  -0.2087
N: -0.478 0.901 0.051  -0.1275
S: 1.312 -3.523 -0.114  -0.0714
S: 0.583 -2.017 -1.137  -0.0584
H: -2.605 -0.549 -0.355  0.3834
H: -2.080 -1.830 0.783  0.3710
H: -2.675 -0.618 1.607  0.3652
H: 0.161 -0.770 1.126  0.7190
H: 1.513 3.131 -1.146  0.2728
H: 0.113 3.363 -0.066  0.2476
H: 2.642 1.320 -0.032  0.2067
H: 1.584 -0.153 -0.079  -0.0068
H: -1.375 1.351 -0.013  0.2460
H: 0.983 -4.533 -0.926  0.1911

Summary:
- HOMO level (alpha / beta): -11.1 / -11.7 eV
- Frontier orbital gap (alpha / beta): 6.25 / 7.56 eV
- Calculated total energy: -1080.63714 Ha
- LUMO (alpha / beta): -0.17818 / -0.15230 hartree
- Total charge: +1
- Multiplicity: 1

***

(4)
The molecule C3H10N4 in a non-equilibrium geometry, computed with ωB97M-V with the def2-TZVPD basis set.

Last column: Mulliken charge in e.
Cartesian coordinates (Å):
C: 0.475 -1.195 0.699  -0.2460
C: -2.150 0.104 -0.752  -0.8168
C: 1.437 -1.197 -0.451  -1.0189
N: 0.632 0.963 1.245  -0.5584
N: 0.947 2.083 0.591  -0.2167
N: -0.440 0.356 0.752  0.6512
N: -1.025 0.871 -0.263  -0.7588
H: 1.637 2.652 1.052  0.2250
H: 0.302 2.375 -0.143  0.2947
H: -0.395 -1.823 0.545  0.3157
H: 0.915 -1.335 1.679  0.3136
H: -2.754 -0.326 0.056  0.2911
H: -2.781 0.774 -1.338  0.3076
H: -1.829 -0.711 -1.414  0.2483
H: 2.376 -0.712 -0.191  0.3131
H: 1.001 -0.656 -1.300  0.3147
H: 1.651 -2.223 -0.768  0.3407

Summary:
- HOMO level (alpha / beta): -7.1 / -7.1 eV
- Frontier orbital gap (alpha / beta): 7.96 / 7.96 eV
- Calculated total energy: -339.15978 Ha
- LUMO (alpha / beta): 0.03056 / 0.03051 hartree
- Multiplicity: 1

***

(5)
A cluster of 2 separate species, C3H10N4 in total in a non-equilibrium geometry, computed with ωB97M-V with the def2-TZVPD basis set.

Last column: Mulliken charge in e.
Cartesian coordinates (Å):
C: -1.090 0.327 0.782  0.4826
C: 2.481 -0.480 0.170  -1.1822
C: 1.148 0.208 0.072  0.5482
N: -2.171 -1.242 -0.121  -0.6964
N: -1.471 1.244 -0.122  -0.9293
N: 0.998 1.100 -0.925  -0.3089
N: 0.213 -0.159 0.889  -0.6386
H: -1.592 0.251 1.752  0.4013
H: -2.228 1.832 0.212  0.1583
H: -3.050 -1.742 -0.014  0.2118
H: -1.412 -1.901 0.013  0.2295
H: -2.140 -0.480 -0.891  0.2935
H: 0.077 1.566 -0.929  0.3034
H: 1.788 1.413 -1.462  0.1758
H: 2.455 -1.217 0.967  0.3077
H: 2.727 -0.973 -0.773  0.3123
H: 3.266 0.252 0.378  0.3309

Summary:
- HOMO level: -8.3 eV
- Frontier orbital gap: 9.41 eV
- Calculated total energy: -339.28100 Ha
- LUMO: 0.03912 hartree
- SMILES string: [H]/N=C/N=C(/C)N.N
- Multiplicity: 1

***

(6)
The molecule C3H10N4 in a non-equilibrium geometry, computed with ωB97M-V with the def2-TZVPD basis set.

Last column: Mulliken charge in e.
Cartesian coordinates (Å):
C: 0.450 -0.041 -0.407  0.2084
C: -0.772 -0.397 0.477  -0.1482
N: 0.592 1.399 -0.561  -0.6590
N: -1.688 -1.100 -0.448  -0.6591
N: -1.293 0.775 1.138  -0.6223
C: 1.704 -0.775 0.007  -0.0720
N: 2.899 -0.441 -0.196  -0.6794
H: 0.088 -0.498 -1.387  0.2323
H: -0.487 -1.125 1.244  0.3531
H: 1.367 1.613 -1.180  0.2345
H: 0.775 1.817 0.345  0.2668
H: -2.436 -1.560 0.064  0.2422
H: -2.121 -0.447 -1.096  0.2342
H: -2.114 0.550 1.685  0.2405
H: -1.531 1.489 0.460  0.2537
H: 3.018 0.453 -0.678  0.2124
H: 1.549 -1.713 0.532  0.3618

Summary:
- HOMO level: -9.2 eV
- Frontier orbital gap: 10.16 eV
- Calculated total energy: -339.30341 Ha
- LUMO: 0.03532 hartree
- SMILES string: [H]/N=C\[C@H](N)C(N)N
- Multiplicity: 1

***

(7)
A cluster of 2 separate species, C3H10N4 in total in a non-equilibrium geometry, computed with ωB97M-V with the def2-TZVPD basis set.

Last column: Mulliken charge in e.
Cartesian coordinates (Å):
C: -0.584 0.892 -0.073  -0.5846
C: 0.751 0.663 0.057  0.5960
C: -1.656 -0.054 0.148  0.0279
N: 1.656 1.490 -0.387  -0.3993
N: -2.929 0.180 -0.051  -0.3047
N: 1.225 -0.533 0.625  -0.3542
N: 1.054 -2.081 -0.514  -0.2229
H: -0.819 1.839 -0.403  0.3603
H: -1.511 -1.034 0.593  0.3141
H: 1.388 2.386 -1.010  0.3420
H: 2.585 1.282 -0.006  0.2367
H: -3.610 -0.530 0.185  0.2884
H: -3.174 1.207 -0.298  0.3067
H: 2.135 -0.300 0.902  0.3071
H: 0.693 -0.674 1.552  0.4312
H: 1.345 -2.876 0.113  0.3390
H: 1.452 -1.857 -1.434  0.3163

Summary:
- HOMO level: -17.8 eV
- Frontier orbital gap: 7.16 eV
- Calculated total energy: -338.55455 Ha
- LUMO: -0.39200 hartree
- Total charge: +2
- Multiplicity: 1

***

(8)
A structure of composition C3H10N4O, computed with ωB97M-V with the def2-TZVPD basis set.

Last column: Mulliken charge in e.
Cartesian coordinates (Å):
C: -0.940 -0.743 -1.523  -0.3156
N: -1.029 0.150 -0.254  0.3597
C: 1.224 0.159 0.697  0.5491
N: -2.138 1.080 -0.293  -0.8724
N: 2.303 0.836 1.273  -0.5471
N: 1.378 -1.205 0.694  -0.4426
C: 0.174 0.824 0.161  -0.7829
O: -0.986 -1.940 -0.845  -0.7722
H: -1.203 -1.105 0.114  0.4424
H: -2.987 0.520 -0.257  0.2599
H: -2.126 1.623 0.568  0.2751
H: 2.223 1.842 1.265  0.2080
H: 3.208 0.522 0.948  0.2400
H: 1.830 -1.609 1.500  0.2353
H: 0.665 -1.769 0.230  0.2774
H: -0.004 -0.536 -2.054  0.2120
H: -1.816 -0.529 -2.154  0.3351
H: 0.225 1.879 -0.070  0.3388

Summary:
- HOMO level: -8.0 eV
- Frontier orbital gap: 8.92 eV
- Calculated total energy: -414.46511 Ha
- LUMO: 0.03490 hartree
- Multiplicity: 1

***

(9)
A cluster of 2 separate species, C3H10N4O in total in a non-equilibrium geometry, computed with ωB97M-V with the def2-TZVPD basis set.

Last column: Mulliken charge in e.
Cartesian coordinates (Å):
N: 0.858 0.174 2.051  -0.5883
C: 1.843 -0.501 1.272  0.5738
N: 1.294 -1.218 0.226  -0.4470
O: 3.061 -0.504 1.444  -0.6143
H: 1.359 0.888 2.546  0.2920
H: 0.226 0.693 1.415  0.3549
H: 0.392 -1.563 0.388  0.2168
H: 1.959 -1.917 -0.171  0.2283
C: -1.244 0.911 -1.409  -0.2424
C: -2.354 0.286 -0.903  -0.2938
N: -3.246 -0.311 -1.873  -0.5836
N: -0.014 1.229 -0.674  -0.5396
H: -1.120 1.012 -2.504  0.3001
H: -2.570 0.087 0.143  0.3406
H: -4.147 0.022 -1.711  0.2423
H: -3.317 -1.343 -1.728  0.2438
H: 0.257 2.215 -0.867  0.2368
H: 0.764 0.636 -0.938  0.2795

Summary:
- HOMO level: -9.7 eV
- Frontier orbital gap: 10.52 eV
- Calculated total energy: -414.56038 Ha
- LUMO: 0.02959 hartree
- SMILES string: N/C=C/N.NC(N)=O
- Multiplicity: 1

***

(10)
The molecule C3H10N4S in a non-equilibrium geometry, computed with ωB97M-V with the def2-TZVPD basis set.

Last column: Mulliken charge in e.
Cartesian coordinates (Å):
C: 2.825 -0.718 -0.830  -0.6597
C: 0.149 0.082 0.324  0.3232
C: -1.022 2.071 -0.078  -0.6280
H: 1.958 -0.524 -1.659  0.1843
H: 2.754 -1.830 -0.768  0.3190
H: 3.797 -0.424 -1.375  0.3038
H: 3.181 -0.112 1.276  0.3041
H: 1.042 1.549 -0.841  0.3488
H: -0.716 2.269 1.041  0.2582
H: -0.887 2.966 -0.727  0.3378
H: -2.056 1.285 -0.027  0.1356
H: -0.714 -1.224 1.348  0.4304
H: -1.672 -1.804 -1.202  0.1509
N: 2.529 0.122 0.434  -0.4297
N: 1.209 -0.462 0.880  -0.5253
N: 0.084 1.176 -0.535  -0.2427
N: -1.150 -0.397 0.877  -0.4106
S: -2.319 -0.864 -0.322  -0.2002

Summary:
- HOMO level: -8.6 eV
- Frontier orbital gap: 9.32 eV
- Calculated total energy: -737.36649 Ha
- LUMO: 0.02686 hartree
- SMILES string: CN/N=C(\NC)NS
- Multiplicity: 1

***

(11)
A cluster of 2 separate species, C3H10N5 in total in a non-equilibrium geometry, computed with ωB97M-V with the def2-TZVPD basis set.

Last column: Mulliken charge in e.
Cartesian coordinates (Å):
C: -1.948 0.737 0.264  -0.4872
C: -3.942 -0.564 -0.227  -0.6867
C: 4.767 -0.642 0.379  -0.0905
N: -0.745 0.502 -0.473  -0.5903
N: 0.405 0.534 -0.221  1.0080
N: 1.497 0.457 -0.272  -0.7706
N: 4.096 0.363 -0.078  -0.1695
N: -2.763 -0.438 0.526  -0.3067
H: -1.632 1.275 1.135  0.4395
H: -2.524 1.386 -0.300  0.3106
H: -3.779 -0.596 -1.419  0.2397
H: -4.643 -1.397 0.104  0.2765
H: -4.353 0.435 0.010  0.2967
H: 4.182 -1.631 0.439  0.2487
H: 5.798 -0.689 0.391  0.3176
H: 3.041 0.334 -0.476  0.4539
H: 4.649 1.206 -0.327  0.2784
H: -2.108 -1.271 0.545  0.2319

Summary:
- HOMO level: -11.7 eV
- Frontier orbital gap: 6.59 eV
- Calculated total energy: -393.67795 Ha
- LUMO: -0.18753 hartree
- Total charge: +1
- Multiplicity: 1

***

(12)
A cluster of 3 separate species, C3H10N5 in total in a non-equilibrium geometry, computed with ωB97M-V with the def2-TZVPD basis set.

Last column: Mulliken charge in e.
Cartesian coordinates (Å):
C: -0.674 0.386 0.374  0.0676
C: -2.555 2.238 1.660  -0.5852
C: -0.037 -1.217 2.214  -0.8086
N: -0.263 0.581 -0.853  -0.6106
N: 0.678 -0.323 -1.040  0.4254
N: 0.879 -1.061 -0.004  -0.6592
N: 0.035 -0.631 0.910  0.5530
N: 2.004 -0.539 -3.243  -0.8640
H: -2.009 2.270 2.583  0.3270
H: -3.359 1.538 1.534  0.3278
H: -2.367 2.970 0.898  0.3330
H: 0.285 -0.498 2.967  0.3147
H: -1.059 -1.527 2.429  0.3192
H: 0.625 -2.081 2.234  0.3444
H: 1.277 -0.437 -2.028  0.6275
H: 1.602 -1.253 -3.840  0.2965
H: 2.977 -0.770 -3.069  0.2965
H: 1.960 0.352 -3.726  0.2951

Summary:
- HOMO level (alpha / beta): -13.3 / -14.6 eV
- Frontier orbital gap (alpha / beta): 7.23 / 9.93 eV
- Calculated total energy: -393.66599 Ha
- LUMO (alpha / beta): -0.22118 / -0.17001 hartree
- Total charge: +1
- Multiplicity: 1

***

(13)
A structure of composition C3H10N7 in a non-equilibrium geometry, computed with ωB97M-V with the def2-TZVPD basis set.

Last column: Mulliken charge in e.
Cartesian coordinates (Å):
C: 0.245 -0.383 -0.987  -0.8990
C: 1.514 -0.131 -0.224  0.7861
C: -0.655 -0.145 0.249  0.6554
N: -0.278 0.869 -1.463  -0.5652
N: 1.893 1.161 -0.037  -0.2477
N: 0.574 1.871 0.398  -0.3881
N: -0.460 1.302 -0.026  0.0159
N: 2.093 -1.259 0.194  -0.4208
N: -0.457 -0.719 1.421  -0.3724
N: -2.347 -0.338 -0.476  -0.5750
H: 0.441 1.432 -1.863  0.3221
H: 2.743 1.317 0.444  0.2772
H: 0.707 2.801 -0.046  0.3219
H: 1.831 -2.030 -0.370  0.2866
H: 2.996 -1.339 0.709  0.2530
H: -0.889 -0.381 2.282  0.2485
H: -0.356 -1.689 1.459  0.2579
H: -2.337 -1.389 -0.374  0.3574
H: -2.382 -0.107 -1.492  0.3727
H: -3.268 -0.001 -0.101  0.3135

Summary:
- HOMO level: -11.7 eV
- Frontier orbital gap: 8.87 eV
- Calculated total energy: -503.14553 Ha
- LUMO: -0.10570 hartree
- Total charge: +1
- Multiplicity: 1

***

(14)
A cluster of 2 separate species, C3H10NO in total in a non-equilibrium geometry, computed with ωB97M-V with the def2-TZVPD basis set.

Last column: Mulliken charge in e.
Cartesian coordinates (Å):
C: -0.396 0.011 1.268  -0.6310
C: 1.450 0.952 0.021  -0.7754
C: 0.198 -0.431 -1.027  -0.2370
N: -0.021 0.578 -0.038  0.0825
O: 0.490 -1.599 -0.506  -0.2895
H: -0.326 0.770 2.105  0.3060
H: -1.397 -0.384 1.132  0.2865
H: 0.450 -0.821 1.375  0.3228
H: 1.885 0.114 0.650  0.3146
H: 1.730 1.094 -1.012  0.4233
H: 1.600 1.876 0.514  0.3729
H: -2.704 -0.638 -1.189  -0.1801
H: -3.148 -0.698 -1.725  0.1641
H: -0.584 1.382 -0.393  0.4064
H: 0.773 -2.206 -1.175  0.4340

Summary:
- HOMO level: -14.6 eV
- Frontier orbital gap: 10.18 eV
- Calculated total energy: -249.87431 Ha
- LUMO: -0.16182 hartree
- Total charge: +1
- Multiplicity: 1

***

(15)
A cluster of 2 separate species, C3H10NO in total in a non-equilibrium geometry, computed with ωB97M-V with the def2-TZVPD basis set.

Last column: Mulliken charge in e.
Cartesian coordinates (Å):
C: -0.807 -1.948 0.063  -1.2055
C: 0.174 -0.873 0.484  -0.2275
C: 0.311 0.282 -1.662  -0.2354
N: 0.265 0.364 -0.386  0.0601
H: -0.449 -2.672 -0.675  0.3857
H: -1.762 -1.550 -0.300  0.3942
H: -1.058 -2.534 0.953  0.3336
H: 1.198 -1.239 0.496  0.3041
H: -0.078 -0.433 1.459  0.2947
H: -0.292 -0.519 -2.105  0.2945
H: 0.678 1.112 -2.244  0.2966
H: 0.118 1.279 0.126  0.3308
H: 0.589 3.566 0.813  0.3045
H: 0.645 2.539 1.961  0.3033
O: 0.467 2.627 1.017  -0.6337

Summary:
- HOMO level: -16.4 eV
- Frontier orbital gap: 11.27 eV
- Calculated total energy: -250.01135 Ha
- LUMO: -0.18742 hartree
- Total charge: +1
- Multiplicity: 1

***

So what do the calculations give for relative energy (zero: lowest compared OMol25 entry of this formula, charge and spin)? Going down the list: 69.4 96.4 59.0 105.5 29.5 15.4 100.7 92.9 33.2 69.1 113.0 120.5 144.7 112.6 26.6 kcal per mole.